P | C6H11NO in the gas phase, computed with the ωB97M-V functional and the def2-TZVPD basis.

Cartesian coordinates (Å):
H 3.65707 -0.81471 -0.81009
N 2.72075 -0.47434 -1.05123
C 1.88772 -0.70570 -0.11605
C 0.16077 -0.95112 -0.53950
C -0.64628 0.12742 0.05246
C -1.49979 0.90239 -0.94316
C -1.39928 -0.22099 1.32962
C 0.69933 0.97324 0.43641
O 0.95987 1.24864 1.60848
H 2.15396 -1.17202 0.84352
H 0.26166 -0.94521 -1.62359
H 0.00537 -1.94506 -0.12336
H -1.84806 1.84147 -0.50299
H -0.93939 1.14711 -1.85025
H -2.37426 0.31579 -1.24258
H -1.66832 0.68605 1.87740
H -0.78693 -0.83088 1.99630
H -2.32227 -0.76013 1.09447
H 0.97808 1.57804 -0.43586

Calculated values
- net charge = 0
- SMILES = [H]/N=C/CC(C)(C)C=O
- gap between HOMO and LUMO (eV) = 9.0

Q | A molecular structure, C6H11NO, computed with the ωB97M-V functional and the def2-TZVPD basis.

Cartesian coordinates (Å):
C -0.81399 1.32351 -0.87832
C -1.09978 0.18149 0.28534
C -1.92446 -1.05198 -0.07203
C -0.00271 -0.24061 1.38790
C 1.29585 0.29847 1.11567
C 1.83871 -0.59993 -0.79331
H -0.77977 0.65880 -2.05466
H 0.42694 1.65858 -0.06080
H -1.82563 2.32026 -1.10375
H -1.53098 1.02982 0.83135
H -2.53040 -1.53487 0.82282
H -2.55794 -0.63087 -0.96338
H -1.11997 -1.76171 -0.60356
H -0.29110 -0.67124 2.33834
H 2.14518 -0.03570 2.07913
H 3.17657 0.77224 -0.00846
H 2.69841 -0.82969 -1.72797
N 1.85042 0.71050 -0.07900
O 1.04466 -1.59708 -0.51533

Calculated values
- net charge = 0
- gap between HOMO and LUMO (eV) = 8.6

R | 2 unconnected molecules or ions with the total composition C6H11NO, computed with the ωB97M-V functional and the def2-TZVPD basis.

Cartesian coordinates (Å):
C 0.80992 -1.79333 0.78557
C -0.19677 -0.95267 0.63830
C -0.10034 0.50037 0.24853
C -0.12654 1.35042 1.53224
C 1.15772 0.81057 -0.56424
O -1.26432 0.79722 -0.52402
H 0.64041 -2.80907 1.09411
H 1.83215 -1.52142 0.59232
H -1.21207 -1.26895 0.83842
H 0.72120 1.10688 2.16581
H -1.04493 1.16215 2.08183
H -0.08573 2.41122 1.28092
H 1.20863 0.15066 -1.42644
H 1.13945 1.84527 -0.90685
H 2.04634 0.67193 0.04432
H -1.13019 1.65461 -0.94514
C -1.48138 -1.35977 -2.33083
N -0.51735 -1.90945 -2.08814
H -2.39619 -0.84662 -2.51672

Calculated values
- net charge = 0
- SMILES = C=CC(C)(C)O.C#N
- gap between HOMO and LUMO (eV) = 10.2

R is favored, and the nearest alternative lies 121.4 kJ/mol above it.